Below is the ion C7H6N3O3 with charge -1, with properties calculated with wB97M-V/def2-TZVPD.

Geometry (Å):
O (3.5028, 0.4966, 1.0945)
C (2.3956, 0.8105, 0.6669)
C (1.3645, 0.9894, -0.0058)
C (0.1125, 1.5824, 0.4781)
N (-0.6047, 0.5114, 1.2923)
N (-1.0162, -0.5980, 0.5075)
C (-2.1605, -0.7462, -0.1525)
C (-2.1173, -2.0464, -0.6404)
N (-1.0166, -2.7257, -0.2489)
C (-0.3689, -1.7769, 0.4337)
C (1.6271, 1.0765, -1.6759)
O (0.8164, 1.8163, -2.1651)
O (2.5927, 0.4641, -2.0635)
H (0.3900, 2.2194, 1.3487)
H (-0.5577, 1.8595, -0.3563)
H (0.1007, 0.2257, 1.9184)
H (-2.6760, 0.2570, -0.1645)
H (-2.9859, -2.6169, -1.2072)
H (0.6015, -1.7991, 0.9399)

Results
HOMO energy ... -0.188 Ha
Charge ... -1
SMILES ... O=C=C(CNn1ccnc1)C(=O)[O-]
Relative energy (zero: lowest compared OMol25 entry of this formula, charge and spin) ... 117.95 kJ/mol
2S+1 ... 1
Orbital gap ... 8.49 eV